{
  "formula": "C21H32BrIN2O9P3RuS2",
  "method": "ωB97M-V/def2-TZVPD",
  "fmax_ev_per_a": 0.53,
  "gap_ev": [5.5928, 5.6462],
  "s_squared": 8.8010,
  "multiplicity": 6,
  "e_tot_ev": -173972.8323,
  "elements": ["Ru", "Br", "C", "C", "C", "C", "C", "C", "N", "C", "C", "C", "C", "C", "C", "N", "H", "H", "H", "H", "H", "H", "H", "H", "H", "C", "C", "O", "P", "O", "O", "O", "P", "O", "O", "O", "H", "H", "H", "H", "H", "H", "H", "I", "C", "H", "H", "C", "C", "C", "O", "P", "S", "S", "O", "C", "C", "C", "H", "H", "H", "H", "H", "H", "H", "H", "H", "H", "H", "H", "H", "H"],
  "coordinates": [[0.3296, -0.7236, 0.5411], [-0.6301, 1.4315, 7.7029], [-0.8755, 0.9461, 5.8881], [-2.0237, 0.2710, 5.5070], [-2.2042, -0.0903, 4.1838], [-1.2389, 0.2248, 3.2174], [-0.0889, 0.9120, 3.6298], [0.0951, 1.2690, 4.9519], [-1.3589, -0.1179, 1.8764], [-2.5287, -0.4174, 1.3120], [-2.5764, -0.7498, -0.0516], [-3.7951, -0.9735, -0.7357], [-3.7938, -1.2031, -2.0780], [-2.5702, -1.2112, -2.7787], [-1.4163, -1.0070, -2.0696], [-1.3932, -0.7950, -0.7456], [-2.7721, 0.0153, 6.2439], [-3.0926, -0.6433, 3.9167], [0.6523, 1.2015, 2.8953], [0.9856, 1.8050, 5.2499], [-3.4642, -0.3223, 1.8511], [-4.7177, -0.9377, -0.1724], [-4.7244, -1.3670, -2.6040], [-2.5265, -1.3727, -3.8450], [-0.4486, -1.0119, -2.5542], [1.4096, -5.8695, -0.7094], [1.3829, -4.4030, -0.2807], [2.5153, -4.0750, 0.5206], [1.4696, -3.2873, -1.7229], [0.3196, -3.7684, -2.6725], [2.7562, -3.6616, -2.5623], [1.4503, -1.8620, -1.2997], [-0.2330, -3.9591, 0.4734], [-0.4035, -5.1009, 1.5803], [-1.2561, -4.0279, -0.6053], [-0.0471, -2.6487, 1.2339], [2.2919, -6.0654, -1.3173], [0.5187, -6.1354, -1.2755], [1.4463, -6.4950, 0.1826], [2.4032, -4.4699, 1.3932], [-0.5053, -3.8729, -2.1270], [3.5357, -3.1674, -2.2722], [-1.3255, -5.3380, 1.7431], [3.7780, 0.3152, 1.5941], [2.1113, -0.9828, 1.5821], [2.4724, -1.9489, 1.2344], [1.7595, -1.0580, 2.6144], [1.3425, 6.0182, -0.5710], [1.4172, 4.6296, 0.0275], [1.9613, 4.6105, 1.4399], [0.0572, 4.1095, 0.0665], [-0.4052, 2.8028, -0.6882], [-2.2620, 2.4560, -0.5135], [1.0269, 1.3801, 0.0137], [0.1961, 3.0647, -2.1423], [0.2370, 2.0320, -3.1631], [1.5327, 2.2345, -3.9186], [-0.9972, 2.1319, -4.0357], [2.3384, 6.4580, -0.6258], [0.7141, 6.6589, 0.0472], [0.9222, 5.9776, -1.5745], [2.0149, 3.9815, -0.6188], [1.3679, 5.2621, 2.0816], [2.9935, 4.9611, 1.4452], [1.9395, 3.6013, 1.8486], [0.2684, 1.0636, -2.6500], [1.5446, 3.2166, -4.3919], [1.6324, 1.4747, -4.6939], [2.3856, 2.1562, -3.2459], [-1.0303, 3.1056, -4.5265], [-1.9030, 2.0043, -3.4452], [-0.9673, 1.3583, -4.8047]],
  "mulliken_spin": [3.383, 0.004, 0.068, -0.030, 0.105, -0.119, 0.061, -0.043, 0.377, 0.199, 0.156, 0.071, 0.049, 0.141, -0.064, 0.130, -0.001, 0.017, 0.013, -0.002, 0.050, -0.001, 0.006, 0.008, 0.006, 0.000, 0.003, 0.001, 0.015, 0.003, 0.004, 0.022, 0.012, -0.002, 0.004, 0.057, 0.000, 0.000, 0.000, 0.000, -0.001, 0.000, 0.000, 0.022, -0.093, 0.032, 0.019, 0.000, 0.005, -0.002, 0.001, 0.015, 0.025, 0.238, 0.009, 0.016, 0.001, 0.008, 0.000, 0.000, 0.000, 0.003, 0.000, 0.000, 0.003, -0.004, 0.000, 0.000, 0.000, 0.001, -0.002, 0.000]
}